C43H48CsN6O2 | ωB97M-V/def2-TZVPD

**Frontier orbital gap**: 6.238 eV
**Charge**: -1
**Relative energy (zero: lowest compared OMol25 entry of this formula, charge and spin)**: 22.2 kcal per mole
**HOMO level**: -4.45 eV

Each line ends with the Löwdin charge.
Cartesian coordinates (Å):
1 Cs 0.92641 -0.35630 -1.04791  1.11
2 C -0.23815 3.26894 -0.29125  -0.09
3 O 0.96920 2.55879 -0.32511  -0.22
4 C 2.00304 3.17760 -0.93771  -0.24
5 C 1.89501 4.27853 -1.81976  -0.02
6 C 3.04663 4.79943 -2.39032  -0.09
7 C 4.29120 4.17352 -2.13432  -0.10
8 C 4.39047 3.06422 -1.33882  -0.02
9 C 3.25130 2.60083 -0.66709  -0.19
10 N 3.14355 1.47611 0.19372  0.01
11 N 4.11130 1.36579 1.01918  0.07
12 C 4.21221 0.30329 1.86985  -0.14
13 C 3.35519 -0.86411 1.96954  -0.39
14 O 2.36824 -1.07692 1.18998  -0.28
15 C 3.58985 -1.70056 3.07439  -0.04
16 C 4.65767 -1.57215 3.89657  -0.02
17 C 5.65998 -0.54725 3.64926  -0.13
18 C 6.92443 -0.39117 4.42646  -0.06
19 C 7.78255 0.56913 4.18760  -0.15
20 C 7.51678 1.49766 3.15015  -0.10
21 C 6.33850 1.49503 2.51658  -0.04
22 C 5.40396 0.43800 2.68092  -0.12
23 H -0.65249 3.45680 -1.29511  0.07
24 H -0.12455 4.21743 0.22368  0.10
25 H -1.03068 2.70189 0.21558  0.09
26 H 0.92268 4.64827 -2.03762  0.08
27 H 3.01587 5.60848 -3.11702  0.10
28 H 5.15028 4.56627 -2.63180  0.09
29 H 5.23430 2.52213 -1.10661  0.08
30 H 2.90664 -2.53437 3.21280  0.12
31 H 4.83729 -2.25060 4.72877  0.11
32 H 7.22243 -1.11553 5.13443  0.09
33 H 8.73369 0.76303 4.79381  0.12
34 H 8.26322 2.18757 2.87578  0.08
35 H 6.11386 2.19268 1.78007  0.08
36 C -0.24601 1.91686 2.96528  -0.07
37 C -0.93702 0.57793 2.61635  -0.35
38 C -0.32479 -0.64442 3.30769  -0.04
39 C -2.47479 0.66393 2.75704  -0.10
40 C -2.97587 1.14519 3.96831  -0.06
41 C -4.33321 1.13669 4.22033  -0.10
42 C -5.17888 0.58689 3.27654  -0.07
43 C -4.77950 0.10730 2.04663  -0.16
44 C -5.75359 -0.53980 1.14649  -0.38
45 C -7.11439 0.21096 1.02026  -0.07
46 C -6.05392 -1.96995 1.59928  -0.06
47 C -3.38103 0.24017 1.68276  -0.14
48 N -2.90811 -0.12875 0.42797  0.09
49 C -2.62036 -1.35336 0.17678  -0.12
50 C -2.10590 -1.88964 -1.04315  -0.39
51 C -1.96397 -1.28490 -2.28980  -0.18
52 C -1.43502 -2.28607 -3.12222  -0.11
53 C -1.26036 -3.43700 -2.30636  -0.32
54 N -1.57366 -3.18289 -1.04757  0.10
55 C -0.95689 -4.91227 -2.66886  -0.58
56 C 0.36361 -4.99788 -3.45980  -0.06
57 C -0.83816 -5.61813 -1.37143  -0.11
58 C -2.16700 -5.55232 -3.39972  -0.06
59 H 0.79482 1.98734 2.61074  0.08
60 H -0.23068 2.23731 3.99648  0.06
61 H -0.77373 2.73548 2.47184  0.06
62 H -0.74454 0.48416 1.53203  0.09
63 H -0.49829 -0.73608 4.37452  0.08
64 H 0.70417 -0.67172 3.06188  0.04
65 H -0.76007 -1.52258 2.84813  0.08
66 H -2.35767 1.46078 4.78974  0.11
67 H -4.74180 1.48996 5.12645  0.08
68 H -6.23169 0.35054 3.51599  0.11
69 H -5.39076 -0.54201 0.15194  0.11
70 H -7.75143 0.05610 1.85003  0.05
71 H -7.73882 -0.03243 0.13781  0.08
72 H -6.99709 1.25121 0.95439  0.05
73 H -6.62332 -1.99953 2.52287  0.07
74 H -5.05222 -2.44409 1.70530  0.08
75 H -6.65841 -2.58224 0.87512  0.09
76 H -2.53806 -2.08525 0.98562  0.13
77 H -2.38285 -0.32642 -2.49977  0.07
78 H -1.39386 -2.18058 -4.22310  0.09
79 H 1.25188 -4.64157 -2.79203  0.11
80 H 0.33099 -4.34472 -4.37643  0.08
81 H 0.60272 -6.03790 -3.68409  0.06
82 H 0.03986 -5.20763 -0.85498  0.09
83 H -0.56229 -6.62184 -1.55716  0.06
84 H -1.76370 -5.50777 -0.72631  0.11
85 H -2.38773 -5.18294 -4.41747  0.07
86 H -3.04671 -5.27093 -2.80274  0.08
87 H -2.06198 -6.66006 -3.50050  0.08
88 N 0.90142 0.03422 -4.60635  0.12
89 C 0.28537 1.30403 -4.45807  -0.40
90 C 0.93833 2.40333 -5.04745  0.01
91 C 0.19579 3.62255 -4.89523  -0.08
92 C -0.98334 3.69743 -4.18742  -0.11
93 C -1.42551 2.55849 -3.58658  -0.17
94 N -0.81019 1.41081 -3.76426  0.11
95 H 1.69708 -0.05992 -5.21892  0.09
96 H 0.33616 -0.75923 -4.39159  0.04
97 H 1.84581 2.34682 -5.61319  0.10
98 H 0.59054 4.49904 -5.39727  0.10
99 H -1.45868 4.68459 -4.09255  0.11
100 H -2.32254 2.49223 -2.96891  0.12



C43H48N2O3P2S3SiY | ωB97M-V/def2-TZVPD

**Frontier orbital gap**: 6.777 eV
**Charge**: -1
**Relative energy (zero: lowest compared OMol25 entry of this formula, charge and spin)**: 0.0 kcal per mole
**HOMO level**: -4.43 eV

Each line ends with the Löwdin charge.
Cartesian coordinates (Å):
1 Y -0.18063 -0.09460 0.25232  1.17
2 S 1.86214 0.79436 -1.93915  0.23
3 P 1.44416 -1.17137 -2.19203  0.36
4 C 1.04951 -1.98309 -0.78126  -0.65
5 P 2.21860 -2.08230 0.41491  0.40
6 S 2.19574 -0.52971 1.74421  0.26
7 C 3.92616 -2.23304 -0.21808  -0.33
8 C 4.75468 -1.12049 -0.29680  -0.11
9 C 6.00222 -1.22026 -0.89679  -0.09
10 C 6.42929 -2.43110 -1.42178  -0.10
11 C 5.60596 -3.54706 -1.34578  -0.09
12 C 4.36229 -3.44608 -0.74524  -0.09
13 C 1.99834 -3.61506 1.37432  -0.35
14 C 2.74807 -3.84825 2.52363  -0.10
15 C 2.56442 -5.01119 3.25323  -0.09
16 C 1.62342 -5.94949 2.83921  -0.11
17 C 0.87252 -5.71798 1.69716  -0.09
18 C 1.06077 -4.55189 0.96601  -0.09
19 C 0.02445 -1.30320 -3.34152  -0.34
20 C -0.08893 -0.43643 -4.42505  -0.11
21 C -1.09148 -0.61740 -5.36271  -0.10
22 C -1.99461 -1.66543 -5.22191  -0.10
23 C -1.89794 -2.51863 -4.13399  -0.09
24 C -0.88863 -2.33920 -3.19771  -0.10
25 C 2.69559 -2.04096 -3.20993  -0.32
26 C 2.53722 -3.40355 -3.44554  -0.09
27 C 3.44986 -4.08310 -4.23184  -0.09
28 C 4.53566 -3.40960 -4.78080  -0.11
29 C 4.70394 -2.05620 -4.53726  -0.09
30 C 3.78044 -1.37118 -3.75571  -0.10
31 H 4.40652 -0.17604 0.10303  0.06
32 H 6.63704 -0.34488 -0.95874  0.10
33 H 7.40012 -2.50525 -1.89703  0.10
34 H 5.92778 -4.49217 -1.76525  0.10
35 H 3.71555 -4.31540 -0.69872  0.11
36 H 3.46609 -3.10718 2.85634  0.10
37 H 3.14943 -5.18446 4.14804  0.10
38 H 1.47468 -6.85637 3.41321  0.09
39 H 0.13095 -6.43975 1.37714  0.10
40 H 0.47930 -4.33767 0.07628  0.09
41 H 0.60720 0.38893 -4.52141  0.08
42 H -1.17540 0.06557 -6.19984  0.10
43 H -2.78380 -1.80511 -5.95122  0.10
44 H -2.62310 -3.30815 -3.99141  0.10
45 H -0.80995 -2.98588 -2.33127  0.09
46 H 1.70108 -3.92457 -2.99346  0.11
47 H 3.32076 -5.14339 -4.41264  0.10
48 H 5.25205 -3.94474 -5.39257  0.09
49 H 5.55599 -1.52926 -4.94899  0.10
50 H 3.90624 -0.31476 -3.54909  0.07
51 C -8.02517 1.22906 2.27807  -0.06
52 C -6.92462 0.47836 1.58094  -0.28
53 C -7.20213 -0.42837 0.56637  -0.04
54 C -6.18525 -1.13100 -0.06680  -0.05
55 C -4.87456 -0.92892 0.32230  -0.27
56 C -4.57360 -0.02269 1.33138  -0.04
57 C -5.59381 0.67378 1.95205  -0.03
58 S -3.54957 -1.82243 -0.45491  0.60
59 O -4.10907 -2.37745 -1.66431  -0.31
60 O -3.05650 -2.76792 0.53171  -0.31
61 N -2.39832 -0.76040 -0.68427  -0.18
62 C -2.50616 0.23658 -1.63397  -0.39
63 C -3.50326 0.43516 -2.59592  -0.01
64 C -3.38007 1.53096 -3.42352  -0.07
65 C -2.29085 2.39229 -3.32006  -0.07
66 C -1.34105 2.10859 -2.35977  -0.17
67 N -1.46433 1.07423 -1.53192  0.01
68 H -8.94111 1.22906 1.68767  0.07
69 H -7.73584 2.26388 2.46257  0.08
70 H -8.25312 0.77697 3.24578  0.08
71 H -8.22957 -0.58232 0.25722  0.11
72 H -6.40290 -1.82698 -0.86576  0.11
73 H -3.54174 0.14736 1.61208  0.08
74 H -5.35112 1.38898 2.72952  0.12
75 H -4.32016 -0.25974 -2.70473  0.10
76 H -4.13878 1.70768 -4.17721  0.11
77 H -2.17116 3.24390 -3.97375  0.10
78 H -0.44434 2.70379 -2.24100  0.09
79 C -1.29830 -3.19098 3.70265  -0.06
80 C -1.04229 -1.81294 3.13062  -0.30
81 O -0.78532 -1.89387 1.72871  -0.24
82 H -1.48756 -3.12526 4.77653  0.08
83 H -0.43404 -3.83646 3.54014  0.06
84 H -2.16972 -3.65410 3.23508  0.08
85 H -0.14224 -1.37208 3.56093  0.09
86 H -1.87259 -1.12823 3.32419  0.10
87 H -1.52414 -2.35773 1.28243  0.04
88 C -0.60669 4.02765 3.62381  -0.21
89 Si -0.59583 3.07520 1.98636  0.35
90 C 1.08048 3.41169 1.18703  -0.20
91 C -1.92088 3.88484 0.90865  -0.18
92 C -0.90987 1.28005 2.12774  -0.40
93 H -0.48285 5.10395 3.47615  0.01
94 H 0.19698 3.68414 4.27900  0.02
95 H -1.55053 3.86327 4.14996  0.02
96 H 1.32090 4.47818 1.17510  0.02
97 H 1.12678 3.05951 0.15027  -0.01
98 H 1.87983 2.88931 1.71979  0.02
99 H -1.78471 4.96806 0.85321  0.02
100 H -2.91625 3.69600 1.32141  0.02
101 H -1.91839 3.49350 -0.10905  0.00
102 H -1.96272 1.13149 2.40368  -0.04
103 H -0.30339 0.86984 2.94596  -0.03



no.,molar mass (g/mol),E_LUMO (eV)
1,813.80,1.791
2,916.01,2.350